{"formula": "C44H52ClF6IN3O2P2W", "method": "ωB97M-V/def2-TZVPD", "charge": 1, "s2": 2.09, "energy_ha": -4129.015504, "spin_multiplicity": 3, "gap_ev": [3.785, 2.305], "e_homo_ev": [-7.721, -7.720], "molar_mass_g_mol": 1177.1, "elements": ["W", "C", "C", "C", "P", "C", "C", "C", "C", "C", "C", "C", "C", "C", "C", "N", "C", "C", "C", "C", "C", "C", "C", "P", "C", "C", "C", "C", "C", "C", "H", "H", "H", "H", "H", "H", "H", "H", "H", "H", "H", "H", "H", "H", "H", "H", "H", "H", "H", "H", "H", "H", "H", "H", "H", "H", "H", "H", "H", "H", "H", "H", "H", "H", "H", "H", "H", "H", "H", "H", "Cl", "C", "C", "C", "I", "C", "O", "C", "N", "C", "C", "C", "C", "H", "H", "H", "H", "C", "C", "C", "N", "C", "C", "H", "H", "H", "H", "H", "C", "C", "O", "C", "F", "F", "F", "C", "F", "F", "F", "H", "H", "H"], "positions_angstrom": [[-0.01878, -0.48486, 0.21198], [4.07251, -1.60552, 0.81390], [3.57788, -0.89393, -0.49029], [4.65079, -0.57437, -1.55458], [2.33295, 0.50169, -0.18964], [2.95733, 1.78199, 0.99851], [3.91656, 2.82083, 0.44292], [1.81517, 2.54872, 1.66542], [1.90780, 1.04150, -1.89305], [2.33775, 2.18226, -2.64835], [1.49698, 2.81899, -3.57340], [1.69766, 4.14646, -4.21758], [0.33159, 2.10304, -3.96060], [0.02941, 0.86236, -3.42773], [0.79287, 0.32379, -2.36273], [0.41318, -0.85681, -1.71616], [-0.02524, -1.94838, -2.49942], [0.52848, -2.14170, -3.77634], [0.10006, -3.23609, -4.51409], [-0.94218, -4.07980, -4.05244], [-1.55837, -5.09172, -5.00007], [-1.46309, -3.86568, -2.77478], [-0.95898, -2.87031, -1.93007], [-1.25622, -2.80342, -0.14832], [-3.16615, -2.90011, 0.05695], [-3.80188, -2.29174, -1.18682], [-3.81029, -4.25892, 0.34781], [-0.44812, -4.47274, 0.23006], [-0.53292, -5.64936, -0.77780], [-0.73845, -5.08990, 1.60492], [5.15116, -1.67203, 0.86222], [3.68008, -2.63145, 0.77520], [3.69105, -1.17316, 1.70584], [2.90148, -1.62212, -0.94099], [5.13189, 0.41240, -1.48752], [4.26290, -0.65743, -2.55643], [5.43844, -1.36677, -1.44119], [3.50961, 1.22636, 1.78975], [3.42497, 3.36247, -0.39307], [4.85264, 2.39093, 0.04502], [4.09100, 3.58949, 1.17707], [2.19082, 3.37147, 2.32531], [1.16761, 1.91623, 2.36302], [1.17693, 3.13031, 0.99382], [3.37823, 2.52514, -2.51876], [0.81992, 4.84510, -4.09010], [1.91763, 4.10981, -5.28907], [2.50110, 4.76045, -3.75294], [-0.27255, 2.55876, -4.71773], [-0.83115, 0.27651, -3.83788], [1.39225, -1.50378, -3.97957], [0.51564, -3.42275, -5.48188], [-0.77864, -5.61727, -5.60080], [-2.12397, -4.59881, -5.81498], [-2.23463, -5.76560, -4.49290], [-2.32337, -4.42833, -2.44156], [-3.35140, -2.21647, 0.87621], [-4.10489, -3.00804, -1.98746], [-3.20462, -1.47316, -1.57170], [-4.76730, -1.81100, -0.90243], [-3.54587, -5.07129, -0.36176], [-4.87005, -4.09110, 0.33435], [-3.57451, -4.69766, 1.35390], [0.60194, -4.13389, 0.20598], [-1.58023, -5.95455, -1.02630], [-0.04330, -6.48604, -0.22396], [0.11033, -5.42133, -1.66213], [-1.67120, -5.63498, 1.65455], [-0.64517, -4.36756, 2.43441], [0.09437, -5.81936, 1.79513], [0.84322, -2.10693, 7.91481], [0.13574, -1.34807, 6.55031], [-0.86091, -0.44060, 6.79798], [-1.37251, 0.33757, 5.77000], [-2.68887, 1.90580, 6.17689], [-0.67378, 0.37086, 4.48287], [-0.56075, 1.40163, 3.78043], [0.07183, -0.83861, 4.13206], [0.53952, -1.00546, 2.86160], [1.24803, -2.09229, 2.59278], [1.63930, -3.02588, 3.58009], [1.20727, -2.84948, 4.84731], [0.48075, -1.67868, 5.21889], [-1.31355, -0.40341, 7.79237], [1.63518, -2.26727, 1.58725], [2.40324, -3.74940, 3.37285], [1.47224, -3.60647, 5.63602], [-3.78527, 1.66359, 0.82449], [-3.36415, 1.78601, -0.51290], [-2.05788, 1.59205, -0.85631], [-1.17907, 1.00686, 0.03161], [-1.69473, 0.58871, 1.26375], [-2.94458, 1.00042, 1.69361], [-4.69804, 2.06249, 1.23334], [-4.05914, 2.26683, -1.22487], [-1.65891, 2.00879, -1.81726], [-0.93602, 0.41912, 2.06122], [-3.22513, 0.71677, 2.70957], [0.23674, 8.00241, 0.57523], [-0.42552, 6.58699, 0.31924], [0.36644, 5.53795, 0.35168], [-1.00192, 6.63832, -1.17231], [-1.70377, 5.50961, -1.48754], [0.02544, 6.79899, -2.09164], [-1.86035, 7.71056, -1.34461], [-1.60162, 6.24959, 1.39581], [-2.80814, 6.78176, 0.93756], [-1.36028, 6.82602, 2.60932], [-1.83704, 4.93230, 1.57800], [1.05975, 8.18573, -0.10497], [0.53786, 7.97104, 1.68179], [-0.54801, 8.70798, 0.45482]], "lowdin_charge": [1.215, -0.097, -0.491, -0.089, 1.061, -0.526, -0.104, -0.124, -0.265, -0.004, -0.244, -0.050, -0.020, -0.047, -0.381, -0.195, -0.279, -0.007, -0.005, -0.246, -0.044, -0.088, -0.331, 1.058, -0.494, -0.131, -0.097, -0.515, -0.097, -0.123, 0.079, 0.072, 0.032, 0.070, 0.074, 0.064, 0.095, 0.114, 0.083, 0.079, 0.082, 0.105, 0.059, 0.070, 0.120, 0.103, 0.085, 0.094, 0.118, 0.138, 0.129, 0.113, 0.094, 0.091, 0.071, 0.100, 0.082, 0.098, 0.056, 0.096, 0.079, 0.076, 0.081, 0.088, 0.084, 0.091, 0.092, 0.063, 0.062, 0.096, 0.793, -0.595, -0.172, -0.596, 1.022, -0.404, 0.014, -0.108, 0.077, -0.173, -0.040, 0.000, -0.138, 0.114, 0.063, 0.120, 0.132, -0.005, -0.017, -0.051, -0.105, -0.251, -0.030, 0.125, 0.139, 0.141, 0.054, 0.118, -0.003, -0.546, -0.203, -0.476, 0.091, 0.083, 0.076, -0.469, 0.065, 0.101, 0.103, 0.075, 0.103, 0.056]}